DFT (wB97M-V/def2-TZVPD) results for 13 unconnected molecules or ions with the total composition C53H93BrCl24NO2 in a non-equilibrium geometry.

XYZ file:
```
174
Properties=species:S:1:pos:R:3:mulliken_charge:R:1
Br -8.3767 0.1515 -1.2495 -0.206
Cl 14.0584 -1.3179 5.4078 -0.202
Cl -11.4325 -2.9992 2.8375 -0.185
Cl 11.0987 1.2908 7.4575 -0.191
Cl -3.3398 3.3956 5.7228 -0.186
Cl -1.9021 -5.1530 -8.2750 -0.177
Cl 4.3865 3.8145 -1.5489 -0.172
Cl 3.7733 4.8516 7.0888 -0.113
Cl 9.3767 2.1266 4.6367 -0.106
Cl 1.2668 4.0023 9.2313 -0.179
Cl 14.5869 -4.2137 7.1225 -0.182
Cl 5.9868 2.3040 6.4551 -0.080
Cl -8.5859 -5.5483 -5.0677 -0.199
Cl 3.6761 3.3796 3.3414 -0.154
Cl -8.1429 -3.7697 2.3535 -0.201
Cl 3.5232 1.6420 -4.0326 -0.114
Cl -2.9312 -2.0160 -9.0923 -0.154
Cl -7.4757 -3.8287 -2.3375 -0.101
Cl 7.0452 2.9965 2.9113 -0.102
Cl 6.3818 -0.7950 -3.8367 -0.147
Cl -2.4326 6.3415 4.2752 -0.179
Cl 5.7471 -0.2936 4.2870 -0.127
Cl -12.1264 -3.9265 -0.5273 -0.118
Cl -11.9862 -6.1372 -3.1089 -0.143
Cl 3.4006 -2.0375 -4.8905 -0.085
O -4.9603 3.4088 1.1685 -0.549
O -3.3919 -4.8508 -1.8786 -0.594
N -1.3048 -1.3949 -4.3317 0.478
C 6.5353 0.6303 6.7333 -0.562
C -4.8594 1.7989 -2.7987 -2.032
C -3.8553 5.0322 6.2088 -0.408
C 11.5389 0.8941 5.7729 -0.292
C -6.7380 1.2301 -1.0909 -0.611
C -2.7033 2.4777 -1.5978 0.131
C -1.3082 2.2939 -1.3390 0.907
C -2.7307 -3.3988 -10.2012 -0.426
C 0.7724 -0.9050 0.0253 -1.358
C 4.3810 -0.6640 0.5349 -0.126
C 6.0998 -2.3621 -4.6411 -0.502
C -3.3170 -0.2329 -4.0264 -0.525
C 14.7967 -2.5545 7.7353 -0.533
C 5.3622 2.4611 -2.1829 0.346
C -13.3897 -5.1545 -2.6200 -0.409
C -0.7140 3.3157 -0.3571 -1.662
C -0.5530 1.3037 -1.9203 0.505
C 6.0114 4.2651 2.2100 -0.210
C 7.0533 -0.0055 5.4686 0.139
C -9.0521 -2.4237 1.6162 0.110
C -3.2965 -3.5771 -5.0736 -0.638
C 5.1564 2.2514 -3.6604 -0.559
C 0.9000 1.2376 -1.4843 -0.550
C 3.0799 -1.3082 1.0920 -1.029
C 4.5873 0.8004 1.0424 -0.727
C -3.2883 -2.1218 -5.6505 -0.810
C -10.0935 -1.8594 2.5491 -0.460
C -3.0791 -4.7078 -9.5395 -0.533
C 2.0751 -1.7492 -0.0202 -0.445
C -3.6707 3.8444 1.7083 -0.931
C -0.5918 -0.6520 -3.4882 0.542
C -4.2496 -3.6532 -3.8427 -0.244
C -1.2422 0.4257 -2.8394 0.428
C -5.6591 0.6625 -2.0635 -0.517
C 4.9930 -2.2798 -5.6608 -0.562
C -4.0035 5.9546 5.0253 -0.443
C 0.8433 -1.1007 -3.3777 -1.659
C -0.2956 4.5730 -1.2195 -1.502
C 13.7858 -1.6013 7.1498 -0.353
C -8.5707 -5.2372 -2.3463 -0.214
C -2.6128 -1.2136 -4.6290 -0.802
C -3.4804 3.5704 -0.8863 -1.630
C 3.0199 3.9070 9.5383 -0.364
C -3.3799 1.6687 -2.4825 0.429
C 1.0351 0.6122 -0.0476 0.212
C -8.2358 -6.2116 -3.4484 -0.578
C -12.9759 -3.8043 -2.0902 -0.654
C -3.8167 2.9133 0.5230 0.595
C -2.6333 0.6272 -3.1021 1.364
C 4.8930 4.6683 3.1395 -0.477
C 3.7786 5.0205 8.8616 -0.537
C -3.5429 -3.5685 -2.4842 -0.015
C 11.1471 1.9858 4.8099 -0.641
H 6.4062 2.7044 -1.9886 0.473
H 4.3894 -0.6139 -0.5648 0.103
H 7.8126 0.6167 4.9932 -0.394
H 5.1083 1.5683 -1.6151 -0.493
H 5.6277 3.9021 1.2576 -0.113
H -4.4585 3.7695 -1.3171 0.344
H -10.5304 -0.9627 2.1109 0.276
H 3.2913 -2.1838 1.7191 0.525
H 11.0680 -0.0526 5.5165 0.351
H 4.2962 1.5184 0.2614 -0.045
H 13.8620 -0.6332 7.6444 0.313
H -2.7799 -2.0494 -6.6230 -0.282
H -3.5307 1.8647 0.6693 0.631
H -3.1311 5.4144 6.9247 0.319
H -1.4154 3.5767 0.4358 0.309
H -2.2658 -3.7804 -4.7448 0.311
H -4.8142 4.9255 6.7139 0.293
H -12.3223 -3.2849 -2.7881 0.304
H -7.1863 -6.4974 -3.4227 0.398
H 1.0437 -1.9164 -4.0855 0.479
H -2.8902 4.4592 -0.6679 0.493
H 5.8831 -3.1024 -3.8742 0.339
H -0.5522 4.4276 -2.2762 0.288
H 0.8019 4.6443 -1.2073 0.404
H 0.2052 2.9593 0.1007 0.486
H 5.1563 -1.4666 -6.3643 0.324
H -2.5599 -3.0696 -2.5740 0.112
H -6.1425 -0.0245 -2.7686 0.700
H 7.4973 -0.9754 5.6939 0.359
H 3.3677 2.9309 9.2071 0.258
H -3.4489 3.4073 2.6808 0.218
H 0.0410 -1.2772 -0.7052 0.326
H 7.3305 0.6728 7.4774 0.315
H 3.1569 3.9724 10.6170 0.307
H -4.9122 -2.7781 -3.9216 0.093
H -4.4426 6.8985 5.3454 0.366
H 5.8597 1.5081 -4.0286 0.230
H -5.0203 1.6317 -3.8717 0.550
H 1.2293 2.2773 -1.3469 0.202
H -13.8585 -3.1879 -1.9244 0.401
H -8.8385 -7.1120 -3.3382 0.387
H -3.0694 -5.5076 -10.2784 0.369
H 12.6174 0.7531 5.7526 0.183
H 1.1431 -1.4674 -2.3973 0.260
H -3.6096 -4.2291 -5.8949 0.435
H -4.9666 0.0522 -1.4664 0.220
H -0.6931 5.5128 -0.8237 0.397
H 3.3637 5.9951 9.1088 0.367
H 2.6163 -0.5686 1.7605 0.419
H 11.5462 1.7638 3.8210 0.299
H 12.7697 -1.9687 7.2762 0.319
H 5.3073 3.1713 -4.2212 0.380
H -3.0152 -4.6800 -1.0067 0.343
H -3.5032 4.9051 1.5328 0.272
H -5.2694 2.7863 -2.5869 0.952
H -8.4655 -5.7260 -1.3785 0.337
H 4.8208 5.0013 9.1787 0.260
H 0.2813 1.0896 0.5909 0.463
H 4.9349 -3.2111 -6.2221 0.328
H -4.8753 -4.5473 -3.9158 0.315
H 5.7041 0.0677 7.1535 0.366
H -8.3262 -1.6517 1.3656 0.034
H -3.3929 -3.2255 -11.0482 0.319
H 6.6535 5.1235 2.0151 0.423
H 5.2513 -1.2728 0.8160 0.392
H 3.9625 1.0130 1.9143 0.211
H 5.6478 0.9759 1.2590 0.137
H -9.5897 -4.8697 -2.4314 -0.046
H -4.3652 -0.1452 -4.2737 0.160
H -1.7054 -3.3935 -10.5636 0.319
H -4.0663 -4.6746 -9.0837 0.324
H 15.8146 -2.2404 7.5160 0.330
H -9.6644 -1.5952 3.5132 0.379
H -4.3080 -1.7447 -5.7953 0.586
H 2.5981 -1.6032 -0.9803 0.118
H -4.1825 -2.9569 -1.8224 0.158
H -6.9410 2.2870 -1.2713 0.430
H 7.0335 -2.6400 -5.1277 0.349
H 11.5310 2.9540 5.1234 0.362
H 5.2684 4.9315 4.1266 0.289
H 4.3704 5.5321 2.7299 0.350
H -14.0133 -5.0282 -3.5040 0.313
H 0.3445 -1.1105 1.0207 0.434
H 1.4675 -0.2727 -3.7342 0.453
H -9.4972 -2.7851 0.6911 0.043
H 1.6182 0.8336 -2.1920 -0.354
H 1.8504 -2.8171 0.1043 0.471
H 2.0160 0.9184 0.3328 0.183
H 14.6758 -2.5976 8.8168 0.336
H -0.8566 -2.1715 -4.8093 0.387
H -4.6458 5.5216 4.2608 0.252
H -6.3907 1.0484 -0.0706 0.280
H -13.9552 -5.7195 -1.8826 0.325
```

Total charge = +1
Highest occupied orbital energy = -0.3992 Eh
Strongest force on any atom = 0.050 Eh/bohr
Orbital gap = 7.916 eV